[1]
Below is C16H44KNO7 as an isolated structure at a distorted geometry, with properties calculated with ωB97M-V with the def2-TZVPD basis set.

Positions of all 69 atoms, in Å:
K: -0.633 -0.195 0.009
C: 0.353 -3.765 1.824
C: 0.322 -2.267 1.576
O: 0.469 -1.829 0.205
H: -0.575 -4.286 1.588
H: 0.467 -3.883 2.902
H: 1.130 -4.272 1.253
H: 1.099 -1.813 2.191
H: -0.568 -1.819 2.016
C: -2.315 0.661 2.850
O: -1.076 -0.016 2.934
C: -0.012 0.909 3.195
C: 0.138 2.059 2.093
N: 0.506 1.460 0.790
C: 1.115 2.599 0.185
C: 1.463 2.038 -1.290
O: 1.806 3.154 -2.155
C: 2.277 2.737 -3.433
H: -2.505 1.329 3.691
H: -3.115 -0.079 2.880
H: -2.351 1.137 1.870
H: 0.878 0.295 3.331
H: -0.095 1.408 4.160
H: 0.878 2.758 2.484
H: -0.798 2.599 1.948
H: 1.180 0.717 0.910
H: 2.061 2.929 0.614
H: 0.458 3.466 0.115
H: 0.644 1.500 -1.767
H: 2.350 1.410 -1.221
H: 3.073 1.995 -3.368
H: 2.685 3.584 -3.986
H: 1.448 2.323 -4.007
C: 3.515 0.656 1.347
C: 2.498 -0.477 1.526
O: 1.339 -0.318 0.707
H: 4.444 0.265 1.763
H: 3.244 1.666 1.654
H: 3.751 0.725 0.285
H: 2.123 -0.532 2.548
H: 2.921 -1.430 1.206
H: 0.899 -1.170 0.658
C: -2.551 1.272 -2.090
C: -2.383 1.590 -0.604
O: -2.493 0.373 0.081
H: -2.360 2.125 -2.742
H: -3.490 0.795 -2.371
H: -1.744 0.570 -2.300
H: -3.146 2.319 -0.332
H: -1.432 2.111 -0.483
H: -3.317 0.353 0.573
C: 1.100 -1.428 -3.060
C: 1.069 -0.080 -2.403
O: -0.329 0.108 -2.023
H: 2.067 -1.543 -3.550
H: 0.296 -1.549 -3.785
H: 0.971 -2.162 -2.265
H: 1.425 0.731 -3.039
H: 1.705 -0.108 -1.518
H: -0.863 -0.023 -2.810
C: -3.358 -2.752 -0.775
C: -2.106 -2.606 0.095
O: -1.076 -2.166 -0.746
H: -3.533 -1.833 -1.335
H: -4.264 -3.019 -0.232
H: -3.189 -3.584 -1.459
H: -1.995 -3.588 0.554
H: -2.243 -1.804 0.820
H: -0.251 -2.328 -0.283

Its energy above the lowest of the compared OMol25 structures with the same formula, charge and spin is 2144.66 kJ/mol. Its HOMO energy is -7.01 eV. The energy is -1816.5141 Eh. The value obtained for the molar mass is 401.63 g mol⁻¹.



[2]
Below is C16H44N4O4 as an isolated structure at a distorted geometry, with properties calculated with ωB97M-V with the def2-TZVPD basis set.

Positions of all 68 atoms, in Å:
C: 3.762 -1.785 0.204
C: 2.294 -1.533 0.615
C: 2.155 -0.524 1.786
O: 0.774 -0.371 2.198
C: 0.521 0.113 3.509
N: 1.552 -1.155 -0.554
H: 3.928 -2.555 -0.550
H: 4.337 -2.055 1.089
H: 4.260 -0.878 -0.140
H: 2.004 -2.561 0.832
H: 2.598 0.399 1.411
H: 2.714 -0.989 2.598
H: 0.679 -0.658 4.263
H: -0.521 0.421 3.593
H: 1.228 0.907 3.746
H: 0.733 -0.779 -0.097
H: 2.049 -0.330 -0.857
C: 2.438 1.248 -1.406
C: 2.025 2.600 -0.828
C: 0.635 3.019 -1.219
O: 0.375 4.421 -0.893
C: -0.997 4.670 -0.897
N: 2.003 2.547 0.607
H: 2.530 1.235 -2.492
H: 1.710 0.450 -1.267
H: 3.376 1.002 -0.908
H: 2.714 3.270 -1.344
H: -0.173 2.418 -0.802
H: 0.545 2.913 -2.300
H: -1.473 4.457 -1.855
H: -1.295 5.695 -0.678
H: -1.543 4.159 -0.105
H: 2.973 2.713 0.838
H: 1.453 3.319 0.955
C: -2.509 -2.395 0.302
C: -1.071 -1.996 0.207
C: -0.101 -3.161 0.197
O: -0.624 -4.103 -0.696
C: -0.241 -5.433 -0.437
N: -0.852 -1.140 -0.992
H: -2.883 -2.764 -0.653
H: -3.082 -1.533 0.641
H: -2.831 -3.130 1.040
H: -0.794 -1.381 1.063
H: -0.097 -3.680 1.156
H: 0.959 -2.985 0.017
H: -0.281 -5.879 -1.431
H: -0.871 -6.124 0.123
H: 0.794 -5.484 -0.098
H: 0.116 -0.863 -1.079
H: -0.932 -1.876 -1.678
C: -3.765 1.657 -1.529
C: -2.360 0.969 -1.590
C: -1.569 0.874 -0.253
O: -1.581 2.061 0.523
C: -1.041 1.866 1.860
N: -2.550 -0.367 -2.192
H: -3.626 2.620 -1.037
H: -4.360 1.068 -0.831
H: -4.259 1.697 -2.500
H: -1.731 1.597 -2.220
H: -0.569 0.485 -0.443
H: -2.072 0.068 0.281
H: -0.801 2.751 2.449
H: -0.084 1.346 1.872
H: -1.726 1.247 2.440
H: -3.221 -0.900 -1.656
H: -1.748 -0.910 -1.907

Its energy above the lowest of the compared OMol25 structures with the same formula, charge and spin is 939.93 kJ/mol. Its HOMO energy is -7.17 eV. The energy is -1155.5625 Eh. The value obtained for the molar mass is 356.55 g mol⁻¹.



[3]
Below is C16H44N4O5V as an isolated structure at a distorted geometry, with properties calculated with ωB97M-V with the def2-TZVPD basis set.

Positions of all 70 atoms, in Å:
O: -0.726 -0.025 -1.149
V: -1.713 -0.655 -0.080
C: -2.879 -3.557 2.857
C: -2.140 -2.623 1.791
C: -1.313 -3.456 0.709
O: -0.609 -2.507 -0.040
C: 0.209 -3.168 -1.054
N: -3.118 -1.716 1.299
H: -2.210 -4.226 3.399
H: -3.654 -4.218 2.469
H: -3.350 -2.877 3.567
H: -1.394 -2.056 2.348
H: -2.028 -3.913 0.026
H: -0.628 -4.156 1.187
H: 1.069 -2.517 -1.209
H: -0.188 -3.246 -2.066
H: 0.612 -4.108 -0.678
H: -3.316 -1.383 2.232
H: -3.944 -2.270 1.123
C: -4.530 2.347 -1.584
C: -3.211 1.875 -0.982
C: -2.303 2.989 -0.487
O: -1.095 2.333 -0.007
C: -0.053 3.214 0.053
N: -3.525 0.847 -0.005
H: -5.010 1.461 -1.998
H: -4.356 2.985 -2.450
H: -5.168 2.855 -0.860
H: -2.751 1.317 -1.797
H: -2.757 3.510 0.356
H: -2.121 3.778 -1.218
H: 0.871 2.713 0.340
H: -0.309 3.914 0.848
H: 0.154 3.652 -0.924
H: -4.358 0.451 -0.417
H: -4.096 1.242 0.729
C: 2.208 1.293 -2.438
C: 3.559 0.406 -2.667
C: 3.006 -1.013 -3.003
O: 3.784 -2.132 -2.624
C: 5.034 -2.436 -3.267
N: 4.237 1.043 -3.725
H: 2.548 2.329 -2.434
H: 1.718 1.117 -1.480
H: 1.415 1.217 -3.182
H: 4.047 0.345 -1.694
H: 2.976 -0.983 -4.092
H: 2.039 -1.197 -2.533
H: 5.720 -1.597 -3.379
H: 4.787 -2.639 -4.309
H: 5.493 -3.284 -2.759
H: 3.718 0.896 -4.579
H: 5.071 0.522 -3.954
C: 1.890 -0.234 1.191
C: 0.797 -0.120 2.224
C: 1.106 0.826 3.433
O: 0.902 2.217 2.993
C: 0.529 3.141 4.046
N: -0.520 0.278 1.612
H: 2.700 -0.747 1.709
H: 2.271 0.730 0.854
H: 1.512 -0.600 0.237
H: 0.763 -1.110 2.678
H: 2.128 0.662 3.774
H: 0.437 0.517 4.236
H: -0.257 2.778 4.709
H: 0.496 4.164 3.672
H: 1.338 3.174 4.776
H: -0.395 1.206 1.235
H: -1.118 0.425 2.413

Its energy above the lowest of the compared OMol25 structures with the same formula, charge and spin is 380.22 kJ/mol. Its HOMO energy (alpha / beta) is -12.95 / -12.95 eV. Its net charge is +2. Its spin multiplicity is 2. The energy is -2174.5846 Eh. The value obtained for the molar mass is 423.49 g mol⁻¹.